1.
This record from OMol25 describes C41H47N3O8PPdS as an isolated structure in a non-equilibrium geometry. The level of theory is ωB97M-V with the def2-TZVPD basis set.

The geometry in XYZ format:
```
102
Properties=species:S:1:pos:R:3:mulliken_charge:R:1
Pd -0.40 0.24 0.60 -0.6751
O -1.61 5.08 -1.84 -0.6982
S -1.19 3.80 -2.34 0.9180
O 0.26 4.08 -2.95 -0.6276
N -1.09 2.58 -1.34 -0.0022
C -1.79 1.51 -1.83 0.4075
O -1.78 0.39 -1.24 -0.4899
C -2.47 1.77 -3.07 0.0334
C -3.34 0.94 -3.80 -0.5308
C -3.84 1.38 -4.99 -0.5233
C -3.49 2.64 -5.52 -0.4877
C -2.67 3.49 -4.80 -0.7184
C -2.18 3.07 -3.58 0.3207
H -3.60 -0.04 -3.40 0.5743
H -4.53 0.75 -5.55 0.4073
H -3.88 2.94 -6.48 0.4014
H -2.40 4.47 -5.18 0.4733
N -7.07 5.64 5.60 -0.5848
C -6.26 5.04 5.04 0.1133
C -5.28 4.30 4.36 0.5051
C -4.21 4.95 3.71 -0.6643
C -3.26 4.21 3.03 -0.5144
C -3.34 2.81 2.98 0.0556
C -4.40 2.18 3.65 -0.3523
C -5.36 2.90 4.32 -0.6382
C -2.39 2.04 2.27 0.2755
C -1.59 1.36 1.66 -0.4320
H -4.15 6.03 3.74 0.4277
H -2.45 4.70 2.52 0.5361
H -4.46 1.10 3.62 0.4668
H -6.17 2.40 4.83 0.4208
C 3.41 2.19 -3.23 -1.2562
N 1.98 2.03 -2.97 0.1915
C 1.39 1.27 -4.06 -0.8158
C 1.71 1.35 -1.70 -0.4074
C 1.71 2.18 -0.43 1.1860
C 2.42 3.37 -0.33 -0.5934
C 2.58 4.00 0.89 -1.2035
C 2.04 3.44 2.03 -0.8031
C 1.25 2.31 1.93 -0.4431
C 1.03 1.70 0.70 0.1515
H 3.56 2.89 -4.04 0.3505
H 3.87 1.23 -3.50 0.2812
H 3.92 2.56 -2.35 0.4602
H 0.90 3.31 -2.91 0.5978
H 1.82 0.26 -4.12 0.3008
H 1.59 1.79 -5.01 0.3546
H 0.31 1.19 -3.93 0.1718
H 2.44 0.53 -1.57 0.8772
H 0.72 0.89 -1.79 -0.3129
H 2.84 3.83 -1.21 0.4222
H 3.13 4.93 0.94 0.3824
H 2.20 3.91 2.99 0.3625
H 0.80 1.90 2.83 0.4170
C -0.86 -3.20 5.49 -1.2963
C -0.38 -2.26 4.39 -0.1081
O -0.73 -2.83 3.15 -0.1878
P -0.69 -1.96 1.74 1.2055
O -2.26 -1.65 1.46 -0.1606
C -3.31 -2.59 1.61 -0.2400
C -4.08 -2.32 2.90 -0.7868
O -0.59 -3.28 0.80 -0.3634
C 0.48 -4.21 0.90 0.1304
C -0.02 -5.57 1.36 -1.6649
H -0.55 -2.83 6.46 0.4107
H -0.44 -4.20 5.33 0.2748
H -1.95 -3.28 5.47 0.2623
H 0.71 -2.15 4.44 0.3283
H -0.84 -1.27 4.50 0.2388
H -2.89 -3.60 1.62 0.1068
H -3.96 -2.47 0.74 0.4010
H -3.44 -2.49 3.76 0.0237
H -4.95 -2.97 2.96 0.4383
H -4.41 -1.28 2.91 0.0406
H 1.23 -3.85 1.60 0.3891
H 0.94 -4.29 -0.09 0.1388
H -0.46 -5.48 2.35 0.2725
H 0.81 -6.27 1.39 0.4420
H -0.77 -5.95 0.67 0.3425
C 6.13 -3.98 -2.99 -1.5161
C 5.03 -3.30 -2.22 0.7816
C 5.27 -2.66 -1.02 -1.0748
C 4.24 -2.08 -0.29 0.9467
C 4.56 -1.35 0.98 -1.5210
C 2.92 -2.16 -0.76 0.8756
C 2.68 -2.73 -2.01 1.1717
C 1.32 -2.80 -2.64 -1.6086
C 3.74 -3.30 -2.72 -1.0466
C 1.80 -1.60 0.10 0.5446
O 1.83 -1.76 1.33 -0.9182
O 0.88 -1.00 -0.52 -0.4919
H 7.11 -3.77 -2.55 0.3621
H 6.14 -3.67 -4.03 0.3406
H 5.99 -5.06 -2.97 0.2830
H 6.27 -2.61 -0.63 0.2926
H 5.63 -1.39 1.19 0.3845
H 4.01 -1.79 1.81 0.2151
H 4.25 -0.31 0.91 0.2126
H 0.72 -1.92 -2.39 -0.1430
H 0.77 -3.67 -2.28 0.3300
H 1.41 -2.88 -3.72 0.4572
H 3.53 -3.76 -3.68 0.4149
```

## Properties
LUMO: 1.40 eV
Net charge: -1
Energy relative to the best compared isomer or geometry (same formula, charge and spin): 53.4 kcal/mol
E_tot: -3224.1630 Eh



2.
This record from OMol25 describes C41H48BF2GeO2RbSb2 as an isolated structure. The level of theory is ωB97M-V with the def2-TZVPD basis set.

The geometry in XYZ format:
```
98
Properties=species:S:1:pos:R:3:mulliken_charge:R:1
Rb 0.17 -0.55 0.94 1.3911
C 5.70 0.18 -1.21 -1.3680
Sb 4.00 0.14 0.12 0.6909
C 4.90 1.47 1.52 -1.2599
C 2.86 1.58 -1.06 -1.2301
C 3.32 3.00 -0.97 1.4301
C 4.23 3.50 -1.91 -0.7648
C 4.69 4.81 -1.85 -0.7469
C 4.24 5.64 -0.83 -0.7349
C 3.34 5.15 0.11 -0.7866
C 2.87 3.84 0.06 1.6625
C 1.88 3.36 1.06 -1.6908
Sb -0.19 3.33 0.35 0.7768
C 0.17 4.25 -1.55 -1.5810
C -0.73 5.15 1.32 -1.4636
H 6.07 1.20 -1.32 0.3829
H 5.42 -0.20 -2.19 0.3562
H 6.49 -0.45 -0.80 0.3568
H 5.05 2.45 1.06 0.3460
H 5.86 1.05 1.80 0.4776
H 4.26 1.56 2.39 0.2473
H 1.81 1.49 -0.77 -0.2592
H 2.94 1.20 -2.08 0.6484
H 4.57 2.85 -2.71 0.4440
H 5.38 5.17 -2.59 0.3724
H 4.59 6.66 -0.76 0.3910
H 3.00 5.79 0.91 0.3618
H 1.85 4.01 1.93 0.6652
H 2.08 2.35 1.43 -0.1697
H 0.85 5.10 -1.46 0.5034
H -0.79 4.60 -1.95 0.4837
H 0.59 3.53 -2.26 0.3418
H 0.03 5.91 1.10 0.4267
H -0.78 4.99 2.40 0.3762
H -1.70 5.49 0.97 0.4015
C -4.70 3.18 2.69 -0.4391
C -3.65 2.37 3.10 -0.6232
C -3.15 1.39 2.25 -0.2057
C -3.68 1.18 0.98 0.2304
C -4.74 2.00 0.59 -0.0529
C -5.25 2.99 1.43 -0.6140
Ge -2.83 -0.18 -0.23 -0.2580
C -3.83 -1.85 0.31 -0.4456
C -3.58 -3.03 -0.40 -0.1772
C -4.17 -4.24 -0.05 -0.7588
C -5.03 -4.31 1.04 -0.4545
C -5.29 -3.15 1.76 -0.6700
C -4.70 -1.94 1.39 0.0860
C -3.77 0.26 -1.94 -0.7679
C -4.84 -0.47 -2.47 0.2965
C -5.44 -0.12 -3.69 -0.6820
C -4.98 0.98 -4.40 -0.3475
C -3.92 1.72 -3.89 -0.6354
C -3.33 1.35 -2.69 -0.0536
H -5.09 3.95 3.35 0.3341
H -3.21 2.51 4.08 0.3969
H -2.30 0.81 2.60 0.1630
H -5.18 1.88 -0.40 0.3123
H -6.07 3.61 1.09 0.3584
H -2.90 -3.01 -1.24 0.5063
H -3.96 -5.13 -0.64 0.4553
H -5.49 -5.25 1.32 0.3568
H -5.96 -3.18 2.61 0.3759
H -4.93 -1.05 1.97 0.3062
H -5.24 -1.32 -1.93 0.2893
H -6.26 -0.71 -4.07 0.3705
H -5.44 1.25 -5.34 0.3429
H -3.55 2.58 -4.44 0.3755
H -2.49 1.94 -2.32 0.3559
F 2.07 0.30 2.54 -0.2338
C 0.85 0.83 3.28 -0.4801
F 0.18 -0.45 3.56 -0.3045
H 1.34 0.98 4.26 0.1189
C -0.46 -9.58 1.68 -1.6602
C -1.43 -8.64 0.96 2.0839
C -2.10 -9.39 -0.20 -1.5971
C -2.52 -8.22 1.95 -2.0648
C -0.66 -7.44 0.41 0.3889
C 0.36 -7.64 -0.53 -0.5224
C 1.10 -6.60 -1.09 -1.7592
C 0.78 -5.33 -0.66 0.9767
O 1.31 -4.09 -1.06 -0.7114
B 0.57 -3.20 -0.32 0.3373
O -0.35 -3.76 0.52 -0.5340
C -0.21 -5.12 0.27 0.2523
C -0.96 -6.14 0.83 -0.4134
H -1.00 -10.45 2.08 0.4380
H 0.03 -9.08 2.51 0.3782
H 0.31 -9.95 1.01 0.3321
H -2.66 -10.25 0.18 0.4499
H -1.36 -9.76 -0.91 0.3196
H -2.80 -8.74 -0.74 0.3430
H -3.05 -9.11 2.30 0.4403
H -3.26 -7.56 1.49 0.3902
H -2.11 -7.71 2.82 0.3892
H 0.59 -8.65 -0.84 0.3822
H 1.87 -6.78 -1.82 0.4433
H -1.74 -5.90 1.53 0.6115
```

## Properties
Spin multiplicity: 2
⟨S²⟩: 0.754
LUMO (spin up / spin down): 2.01 / 1.02 eV
Net charge: -1
Energy relative to the best compared isomer or geometry (same formula, charge and spin): 51.6 kcal/mol
E_tot: -4547.6316 Eh